{
  "formula": "C3H8N2",
  "method": "ωB97M-V with the def2-TZVPD basis set",
  "e_above_lowest_kcal_mol": 30.0,
  "e_lumo_ev": 1.13,
  "gap_ev": 10.28,
  "multiplicity": 1,
  "smiles": "[H]/N=C/NCC",
  "symbols": ["N", "N", "C", "C", "C", "H", "H", "H", "H", "H", "H", "H", "H"],
  "xyz": [[1.4600, 0.2673, 2.3529], [0.4990, 0.3708, 0.2623], [1.1855, -0.3049, 1.2676], [-1.0613, 0.4102, -1.6516], [-0.6060, -0.3399, -0.3983], [1.4520, -1.3041, 0.9169], [0.1980, 1.2802, 0.5942], [-1.2820, -0.3054, -2.4394], [-1.9522, 1.0030, -1.4856], [-0.2548, -1.3449, -0.6488], [-0.2354, 1.0065, -2.0395], [-1.4391, -0.4468, 0.2930], [2.0362, -0.2921, 2.9764]]
}